[1]
ORCA calculation (ωB97M-V/def2-TZVPD) on a structure of composition C25H38Ge2NO2PtS2.

Calculated values
energy above the lowest of the compared OMol25 structures with the same formula, charge and spin = 16.74 kcal/mol
LUMO level = -4.28 eV
net charge = +1
orbital gap = 6.415 eV
E_HOMO = -0.39296 Eh

Geometry (Å):
Pt: 1.25 0.30 -0.49
C: 0.01 1.75 4.24
C: 0.31 1.95 2.75
Ge: 1.04 0.31 1.92
C: 2.89 -0.05 2.54
C: 3.01 -0.43 4.02
C: -0.13 -1.19 2.34
C: -0.69 -2.00 1.43
Ge: -0.37 -1.58 -0.48
C: -1.92 -0.94 -1.54
C: -3.02 -1.96 -1.84
C: 0.80 -2.80 -1.52
C: 0.28 -4.22 -1.74
C: -1.53 -3.18 1.77
C: -1.79 -3.56 3.09
C: -2.57 -4.67 3.37
C: -3.10 -5.44 2.34
C: -2.85 -5.08 1.02
C: -2.07 -3.97 0.75
H: -0.46 2.65 4.65
H: 0.92 1.57 4.81
H: -0.67 0.92 4.40
H: 1.01 2.77 2.61
H: -0.61 2.19 2.22
H: 3.47 0.85 2.33
H: 3.29 -0.85 1.91
H: 2.64 0.36 4.67
H: 4.05 -0.61 4.29
H: 2.45 -1.34 4.24
H: -0.32 -1.36 3.40
H: -1.47 -0.57 -2.47
H: -2.33 -0.09 -1.00
H: -2.64 -2.84 -2.36
H: -3.77 -1.51 -2.48
H: -3.52 -2.29 -0.92
H: 1.77 -2.81 -1.02
H: 0.92 -2.28 -2.48
H: 0.17 -4.76 -0.80
H: 0.99 -4.77 -2.36
H: -0.68 -4.23 -2.26
H: -1.39 -2.98 3.91
H: -2.76 -4.94 4.40
H: -3.70 -6.31 2.56
H: -3.26 -5.66 0.21
H: -1.87 -3.70 -0.28
O: 1.22 0.64 -2.67
N: 2.24 1.36 -3.11
C: 2.10 1.99 -4.30
C: 3.12 2.74 -4.83
C: 4.32 2.83 -4.13
C: 4.44 2.19 -2.92
C: 3.37 1.46 -2.38
S: 3.50 0.73 -0.81
H: 1.15 1.84 -4.78
H: 2.97 3.24 -5.78
H: 5.15 3.39 -4.53
H: 5.35 2.24 -2.33
O: -0.66 1.51 -0.32
S: -0.36 2.68 -1.28
C: -1.97 3.12 -2.02
C: -2.58 4.18 -1.12
C: -1.43 5.09 -0.71
C: -0.33 4.16 -0.21
H: -2.54 2.20 -2.09
H: -1.76 3.50 -3.02
H: -3.01 3.70 -0.23
H: -3.38 4.73 -1.63
H: -1.74 5.80 0.06
H: -1.08 5.67 -1.57
H: -0.53 3.79 0.79
H: 0.67 4.59 -0.24

[2]
ORCA calculation (ωB97M-V/def2-TZVPD) on a structure of composition C25H38P2Ti.

Calculated values
energy above the lowest of the compared OMol25 structures with the same formula, charge and spin = 0.00 kcal/mol
LUMO level (spin up / spin down) = -8.81 / -9.58 eV
net charge = +2
orbital gap (spin up / spin down) = 4.155 / 3.369 eV
E_HOMO (spin up / spin down) = -0.47661 / -0.47600 Eh

Geometry (Å):
P: -3.86 1.71 -0.84
P: -3.35 -1.23 -1.71
C: -5.14 0.94 -2.02
C: -5.12 -0.58 -1.93
H: -4.89 1.28 -3.04
H: -6.13 1.32 -1.73
H: -5.72 -0.93 -1.07
H: -5.52 -1.02 -2.86
C: -3.15 -1.49 -3.53
H: -2.27 -2.11 -3.70
H: -3.03 -0.52 -4.03
H: -4.05 -1.99 -3.92
C: -3.97 -2.91 -1.31
H: -4.69 -3.24 -2.06
H: -4.46 -2.88 -0.33
H: -3.12 -3.59 -1.26
C: -4.07 3.36 -1.60
H: -3.54 4.09 -0.99
H: -5.13 3.62 -1.66
H: -3.63 3.35 -2.60
C: -5.13 1.90 0.48
H: -5.37 0.92 0.92
H: -6.04 2.34 0.05
H: -4.74 2.56 1.26
Ti: 1.91 0.52 1.00
C: 0.53 -1.19 0.59
C: 0.98 -0.79 -0.68
C: 0.22 0.12 -1.59
C: 0.47 1.63 -1.38
C: 0.71 2.09 0.02
C: -0.01 1.71 1.17
C: -1.13 0.73 1.20
C: -0.73 -0.78 1.28
C: 2.94 1.95 2.21
H: 0.99 -2.10 1.00
H: 1.75 -1.40 -1.17
H: -0.86 -0.11 -1.58
H: 0.53 -0.10 -2.63
H: 1.35 1.92 -1.99
H: -0.39 2.16 -1.82
H: 1.28 3.03 0.10
H: 0.07 2.35 2.06
H: -1.82 0.90 0.35
H: -1.74 0.92 2.09
H: -0.63 -1.04 2.35
H: -1.60 -1.35 0.90
H: 3.41 1.54 3.12
H: 2.23 2.75 2.49
H: 3.76 2.41 1.61
C: 6.15 -2.06 3.89
C: 4.83 -1.64 4.11
C: 4.04 -1.18 3.06
C: 4.58 -1.06 1.77
C: 3.86 -0.48 0.67
C: 4.39 -0.41 -0.59
C: 5.70 -0.92 -0.82
C: 6.45 -1.44 0.21
C: 5.92 -1.51 1.52
C: 6.69 -2.02 2.61
H: 6.76 -2.42 4.73
H: 4.40 -1.68 5.12
H: 2.99 -0.89 3.24
H: 3.83 0.02 -1.42
H: 6.13 -0.88 -1.83
H: 7.47 -1.81 0.05
H: 7.69 -2.37 2.42

[3]
ORCA calculation (ωB97M-V/def2-TZVPD) on a structure of composition C25H39AlBeBr2ClF2IN5O12PS2V.

Calculated values
LUMO level = -8.08 eV
net charge = +1
orbital gap = 1.249 eV
E_HOMO = -0.34277 Eh

Geometry (Å):
C: 1.74 0.55 0.77
C: 0.38 0.87 1.51
C: -0.93 0.60 0.66
I: -2.68 0.17 1.92
C: -0.84 -0.58 -0.35
C: -0.47 -1.95 0.11
P: -0.13 -2.34 1.91
C: 1.44 -3.36 2.05
C: -1.61 -3.31 2.64
C: -2.12 -2.77 4.03
C: -0.39 -3.07 -0.95
S: 0.08 -4.79 -0.58
O: -0.46 -5.30 0.67
O: -0.47 -5.60 -1.67
F: 1.71 -5.00 -0.63
C: -0.70 -2.78 -2.34
C: -1.10 -1.40 -2.83
N: -1.39 -1.30 -4.19
C: -1.76 -0.01 -4.43
C: -2.17 0.34 -5.92
O: -3.32 0.71 -6.12
O: -1.31 0.21 -6.96
C: -1.81 1.13 -3.47
C: -2.24 2.54 -3.97
C: -1.25 3.11 -5.05
C: 0.29 3.05 -4.65
C: 1.10 2.49 -5.91
N: 2.50 2.15 -5.56
N: -1.51 0.98 -2.16
C: -1.15 -0.32 -1.82
H: 2.47 1.38 1.02
H: 1.67 0.48 -0.34
H: 2.20 -0.38 1.23
H: 0.25 0.30 2.49
H: 0.40 1.96 1.83
H: -1.20 1.58 0.17
H: 2.12 -2.78 2.75
H: 1.97 -3.43 1.07
H: 1.22 -4.37 2.52
H: -1.20 -4.36 2.82
H: -2.44 -3.44 1.86
H: -1.25 -2.41 4.69
H: -2.61 -3.62 4.59
H: -2.90 -1.97 3.95
H: -0.63 -3.62 -3.09
H: -2.26 3.24 -3.08
H: -3.31 2.53 -4.36
H: -1.51 4.20 -5.18
H: -1.41 2.62 -6.09
H: 0.52 2.34 -3.81
H: 0.70 4.05 -4.35
H: 1.07 3.29 -6.71
H: 0.60 1.55 -6.32
H: 2.71 1.27 -6.05
H: 2.60 2.04 -4.55
Al: -1.33 2.40 -7.81
F: -3.54 -4.69 2.95
C: 2.58 -2.73 -3.39
C: 2.65 -1.26 -2.94
O: 3.37 -0.53 -3.65
O: 1.97 -0.99 -1.93
H: 3.19 -2.91 -4.28
H: 2.94 -3.39 -2.58
H: 1.55 -2.99 -3.62
Cl: 3.61 -5.41 -1.81
Br: 0.27 -2.70 6.01
C: 0.59 -4.32 7.05
C: 1.88 -4.99 6.63
Br: 1.66 -5.96 4.95
H: -0.28 -4.95 6.93
H: 0.65 -3.98 8.08
H: 2.16 -5.75 7.36
H: 2.70 -4.30 6.50
O: -1.13 6.01 -7.30
V: -1.58 6.88 -8.72
O: -2.05 7.68 -10.15
C: -2.82 -1.08 8.34
C: -2.89 -0.80 6.91
N: -2.92 -0.60 5.78
H: -2.83 -0.16 8.93
H: -3.67 -1.68 8.67
H: -1.91 -1.63 8.60
Be: 0.69 -0.34 -7.11
O: -0.07 5.23 2.03
S: 1.26 5.11 2.65
O: 1.15 5.33 4.11
O: 2.16 6.13 2.07
O: 1.79 3.77 2.38
N: 1.80 8.43 4.92
H: 2.60 8.66 5.51
H: 1.61 7.41 4.96
H: 0.98 8.94 5.25
H: 2.00 8.69 3.95

Here are the calculated strongest force on any atom numbers, same order: 3.183 6.149 5.688 (eV/Å).